Entry 1:
Here is a molecular structure, C39H45CuN4OSi from the Open Molecules 2025 dataset. Energies are from wB97M-V/def2-TZVPD.

Calculated values
* total charge: -1
* gap between HOMO and LUMO (alpha / beta): 5.274 / 6.119 eV
* 2S+1: 2
* electronic energy: -101700.787 eV
* E_LUMO (alpha / beta): 0.093 / 0.093 Eh
* E_HOMO (alpha / beta): -2.8 / -3.6 eV

Element x y z (Å)
Cu1 -0.65216 -0.17100 -1.17574
C1 -3.20127 1.70018 -1.21809
C2 -2.12063 2.42587 -0.42221
N1 -0.78271 2.00729 -0.82063
C3 -0.19713 2.61279 -1.99507
C4 -0.49298 1.87073 -3.29528
C5 -0.21155 2.46333 -4.51806
C6 -0.44200 1.74101 -5.67569
C7 -0.97014 0.47058 -5.57509
C8 -1.24935 -0.05354 -4.31186
C9 -1.85485 -1.45893 -4.23427
N2 -2.10284 -2.08567 -2.95341
C10 -3.42089 -1.88618 -2.35572
C11 -3.88129 -0.45353 -2.08653
N3 -3.00977 0.26184 -1.18300
N4 -0.98786 0.63335 -3.20279
H1 -3.15204 2.01147 -2.26918
H2 -4.18855 2.01104 -0.84481
H3 -2.22400 2.15111 0.62616
H4 -2.25552 3.51215 -0.52903
H5 -0.15257 2.03654 -0.03099
H6 0.88975 2.60673 -1.86540
H7 -0.50054 3.66303 -2.12268
H8 0.18819 3.47004 -4.55455
H9 -0.21801 2.16929 -6.64629
H10 -1.17013 -0.12461 -6.46002
H11 -1.18157 -2.10045 -4.81371
H12 -2.79592 -1.43286 -4.79601
H13 -1.35517 -1.87248 -2.28800
H14 -3.43677 -2.45052 -1.42009
H15 -4.16384 -2.34493 -3.01787
H16 -4.92916 -0.48092 -1.74397
H17 -3.88491 0.09160 -3.03932
H18 -2.98730 -0.09260 -0.22290
O1 -1.65302 -0.04761 1.24940
Si1 -0.76472 0.04873 2.54432
C12 0.28508 -1.48532 2.96004
C13 -0.30008 -2.74820 2.80317
C14 0.39314 -3.91372 3.10115
C15 1.70208 -3.84484 3.56808
C16 2.30535 -2.60511 3.73121
C17 1.60174 -1.44144 3.42775
C18 -1.82260 0.27211 4.11848
C19 -3.20961 0.39367 3.99446
C20 -4.03620 0.48008 5.11203
C21 -3.48530 0.44650 6.38691
C22 -2.10748 0.32265 6.53671
C23 -1.29300 0.23248 5.41488
C24 0.49417 1.49153 2.55610
C25 1.52438 1.52579 1.59888
C26 2.45669 2.55728 1.56272
C27 2.38639 3.59025 2.49172
C28 1.37798 3.58262 3.44670
C29 0.44652 2.54752 3.47340
H19 -1.31333 -2.81268 2.41534
H20 -0.08013 -4.87900 2.95953
H21 2.24956 -4.75241 3.79478
H22 3.32827 -2.54308 4.08533
H23 2.09686 -0.48277 3.54613
H24 -3.63612 0.41302 2.99502
H25 -5.11004 0.56968 4.98940
H26 -4.12436 0.50772 7.26032
H27 -1.67184 0.28933 7.52962
H28 -0.21994 0.11872 5.54925
H29 1.59877 0.72795 0.86052
H30 3.23734 2.54765 0.80933
H31 3.11369 4.39394 2.47246
H32 1.31474 4.38640 4.17231
H33 -0.33922 2.56738 4.22173
C30 2.38953 -3.28837 -1.00196
C31 1.95975 -1.95227 -1.61878
C32 1.49620 -2.21870 -3.05536
C33 0.86472 -1.30931 -0.77425
C34 3.10683 -0.93346 -1.63554
C35 2.90285 0.31809 -2.23746
C36 3.87842 1.30082 -2.22253
C37 5.10171 1.06983 -1.59499
C38 5.32351 -0.16109 -1.00094
C39 4.34083 -1.15141 -1.02874
H34 1.52131 -3.95030 -0.97478
H35 2.72637 -3.15763 0.02929
H36 3.18389 -3.78126 -1.57851
H37 0.64417 -2.90463 -3.03764
H38 2.29772 -2.66101 -3.66019
H39 1.17211 -1.29373 -3.53948
H40 1.13621 -1.43878 0.28105
H41 1.94286 0.51890 -2.70039
H42 3.68324 2.25779 -2.69552
H43 5.86510 1.83815 -1.57379
H44 6.26899 -0.36068 -0.50837
H45 4.54343 -2.09954 -0.54813

Cartesian forces, eV/Å:
0.38 -0.25 0.46
0.21 -0.11 -0.07
-0.01 -0.18 -0.05
0.08 0.13 -0.08
-0.03 -0.05 -0.02
-0.02 0.06 0.06
0.02 0.10 0.14
0.00 0.03 -0.11
-0.09 -0.17 0.03
-0.09 -0.01 -0.06
-0.02 -0.04 0.15
-0.13 0.29 -0.06
0.19 -0.02 -0.07
0.20 0.05 -0.05
-0.09 -0.07 0.15
0.03 0.10 -0.37
-0.03 0.00 -0.01
-0.04 0.05 0.04
0.00 0.01 0.02
-0.02 0.03 -0.03
0.00 0.05 -0.01
0.00 0.01 0.01
0.00 0.02 -0.02
-0.01 -0.02 0.01
0.00 -0.01 0.03
0.00 0.03 0.05
0.03 -0.01 -0.02
0.00 -0.01 -0.01
-0.01 -0.10 0.02
0.04 0.00 0.00
-0.03 -0.06 0.01
-0.05 -0.02 -0.01
-0.02 0.02 0.00
0.07 0.06 0.00
-0.09 0.05 0.23
0.00 -0.01 0.00
0.03 -0.07 -0.07
0.04 0.02 -0.04
0.04 0.06 0.00
-0.05 0.08 -0.02
-0.08 0.01 -0.04
-0.08 -0.07 0.01
-0.06 -0.06 0.08
0.04 0.05 0.03
0.10 0.01 0.01
0.04 -0.01 -0.07
-0.03 0.02 -0.05
-0.07 0.01 -0.08
0.09 0.08 -0.04
-0.04 -0.04 0.05
-0.07 0.00 0.02
-0.05 -0.05 0.01
0.00 -0.04 -0.05
0.01 0.00 -0.12
0.06 0.01 0.02
0.00 0.01 0.00
0.00 0.00 0.00
0.00 0.01 0.00
-0.01 -0.01 0.00
0.04 -0.02 0.05
0.01 0.00 0.00
0.00 0.01 0.00
-0.01 0.00 -0.02
-0.04 -0.01 -0.01
-0.02 0.00 0.03
-0.01 -0.02 0.01
-0.01 -0.01 -0.01
-0.01 -0.01 -0.01
0.03 -0.01 0.00
0.01 -0.01 -0.01
0.08 0.24 0.10
-0.01 0.04 -0.05
-0.30 -0.04 -0.19
-0.06 -0.02 -0.05
0.02 0.01 0.01
-0.04 -0.06 0.02
-0.05 -0.05 -0.01
-0.05 -0.03 -0.01
0.07 0.08 0.07
0.02 0.00 -0.01
-0.03 -0.01 -0.03
-0.03 0.03 0.04
0.04 0.01 0.00
-0.05 0.02 0.02
-0.01 -0.07 0.02
-0.02 -0.03 0.04
0.04 -0.01 0.02
0.01 -0.01 0.00
-0.01 0.00 0.00
-0.02 -0.01 0.00
0.01 0.01 -0.01

---

Entry 2:
Here is a molecular structure, C39H45CuN5O at a distorted geometry from the Open Molecules 2025 dataset. Energies are from wB97M-V/def2-TZVPD.

Calculated values
* total charge: -2
* gap between HOMO and LUMO (alpha / beta): 3.358 / 3.507 eV
* 2S+1: 2
* electronic energy: -95307.428 eV
* E_LUMO (alpha / beta): 0.154 / 0.154 Eh
* E_HOMO (alpha / beta): 0.8 / 0.7 eV
* energy above the lowest of the compared OMol25 structures with the same formula, charge and spin: 0.0 kcal per mole

Element x y z (Å)
Cu1 1.03510 -0.07717 -1.70294
N1 0.97445 -2.72301 3.66833
N2 0.43544 -2.78376 -2.71332
C1 1.42211 1.89447 -1.37927
C2 2.61066 1.11421 -1.12063
C3 2.73809 0.98622 0.33525
C4 3.85840 0.58879 1.00349
H1 4.74853 0.32505 0.43088
H2 3.04112 -1.49136 2.67577
H3 3.85923 0.54558 2.08785
C5 1.48967 1.46915 0.89830
C6 1.21030 1.44147 2.34449
H4 2.08115 1.81376 2.89852
H5 1.02245 0.41836 2.70125
H6 0.34064 2.05693 2.59286
C7 0.72017 2.04406 -0.11214
C8 -0.53434 2.80225 0.10118
H7 -1.27639 2.15659 0.59847
H8 -0.94574 3.16735 -0.84625
H9 -0.36011 3.67357 0.75452
C9 3.70589 0.80926 -2.06459
H10 4.52044 1.54866 -2.04108
H11 3.32420 0.75632 -3.09199
H12 4.14230 -0.16411 -1.80187
C10 1.19921 2.71747 -2.59682
H13 0.14170 2.99166 -2.68794
H14 1.47421 2.15709 -3.49843
H15 1.79613 3.64587 -2.57667
C11 0.04713 -3.60121 4.02709
H16 -0.09020 -3.76936 5.10388
C12 -0.73604 -4.33180 3.11181
H17 -1.38969 -5.12025 3.47476
C13 -0.67507 -3.97206 1.75595
H18 -1.36014 -4.40359 1.02589
C14 0.26651 -3.04333 1.35277
H19 0.37223 -2.67382 0.33125
C15 1.20937 -2.55001 2.32870
C16 2.37506 -1.91378 1.92804
H20 2.63246 -1.95792 0.87295
C17 0.53283 -1.48223 -2.85960
C18 0.40560 -3.37812 -3.96355
H21 0.34955 -4.44677 -4.07912
C19 0.43609 -2.40096 -4.92668
H22 0.42114 -2.47136 -6.00988
N3 0.50620 -1.19019 -4.24087
C20 0.37747 0.10334 -4.83759
C21 1.32202 0.51432 -5.79307
C22 1.03239 1.66317 -6.55011
H23 1.73091 1.96940 -7.33857
C23 -0.13595 2.40915 -6.33359
C24 -0.46019 3.61970 -7.17084
H24 -1.03478 4.34603 -6.57810
H25 -1.07251 3.34800 -8.04576
H26 0.45733 4.09756 -7.53931
C25 -1.02024 2.00848 -5.33303
H27 -1.93039 2.58436 -5.14426
C26 -0.76871 0.86826 -4.56379
C27 -1.74523 0.44778 -3.52242
H28 -2.39241 -0.36417 -3.87851
H29 -2.38478 1.29823 -3.26183
H30 -1.26534 0.11774 -2.58977
C28 2.59533 -0.24533 -5.99613
H31 2.43807 -1.18114 -6.55057
H32 3.11443 -0.48230 -5.05594
H33 3.28355 0.37098 -6.58959
C29 -2.76951 -1.55415 5.94565
N4 -2.86504 -1.39401 4.50901
N5 -2.30342 -0.34550 3.87886
C30 -2.49523 -0.46459 2.49385
O1 -1.99823 0.31667 1.66959
C31 -3.27611 -1.66459 2.36107
C32 -3.45854 -2.20698 3.60687
C33 -4.09805 -3.48963 3.97674
C34 -1.57151 0.67838 4.53346
C35 -0.44677 0.37208 5.30739
C36 0.23472 1.40602 5.94981
C37 -0.18120 2.73251 5.78192
C38 -1.27353 3.03419 4.96100
C39 -1.96744 2.00551 4.32518
H34 -3.43999 -2.36548 6.23579
H35 -3.07923 -0.63854 6.46509
H36 -1.75035 -1.82381 6.25290
H37 -3.58018 -2.08340 1.42124
H38 -4.37572 -3.52777 5.03521
H39 -5.00884 -3.62237 3.37644
H40 -3.43620 -4.34222 3.75907
H41 -0.10367 -0.66335 5.37009
H42 1.09247 1.16557 6.57995
H43 0.35275 3.53778 6.29374
H44 -1.59468 4.06588 4.81263
H45 -2.82547 2.20034 3.67961

Cartesian forces, eV/Å:
-0.20 -0.27 0.27
-0.99 -0.21 1.58
0.31 -0.97 -0.07
0.34 -0.29 0.89
-0.41 0.92 1.11
-0.92 0.18 -1.11
0.52 0.16 0.08
-0.10 -0.07 0.36
-0.05 -0.14 -0.25
0.20 -0.13 -0.22
0.32 0.34 -0.90
-0.27 -0.14 0.52
-0.05 0.04 0.09
0.03 0.13 -0.08
0.06 -0.04 0.06
1.28 -0.27 0.01
-0.60 -0.01 0.27
0.09 0.33 -0.20
-0.05 -0.03 0.13
-0.09 -0.07 -0.12
0.43 -0.09 -0.32
0.09 0.06 -0.03
0.19 -0.02 0.07
0.02 0.12 -0.23
-0.16 0.06 -0.30
0.15 0.05 -0.13
-0.02 0.28 0.03
-0.09 -0.05 -0.02
0.04 -0.11 -1.07
0.06 0.04 -0.13
-0.15 -0.20 1.33
-0.05 0.05 -0.03
0.99 0.99 -0.98
0.07 0.03 0.09
-1.01 -0.79 0.18
-0.22 -0.30 0.18
1.96 0.81 -0.90
-1.01 -1.03 0.25
0.04 0.44 0.23
-0.19 0.28 -0.49
-0.16 1.27 -0.03
-0.02 -0.09 -0.10
-0.05 -0.32 -0.06
-0.05 0.13 0.25
0.10 -0.35 0.16
-0.08 -0.54 -0.27
-0.73 0.47 0.12
-0.16 -0.06 0.24
-0.18 -0.03 0.34
0.20 -0.29 0.00
-0.02 0.09 -0.12
0.21 -0.11 -0.22
0.15 0.07 0.19
-0.24 -0.03 0.08
0.47 -0.25 0.10
0.27 -0.11 -0.01
0.19 0.04 -0.52
-0.60 0.12 0.59
0.17 0.01 0.06
-0.03 -0.10 -0.09
-0.12 0.04 -0.42
0.56 -0.03 -0.37
0.03 0.15 0.25
-0.40 -0.03 -0.17
-0.09 -0.12 0.05
0.02 -0.13 -0.17
-0.55 -1.26 1.84
0.58 1.23 -0.81
0.80 0.50 -0.93
-0.88 -0.57 0.88
-0.22 -0.02 0.20
0.52 0.50 -0.71
-0.45 -0.51 -0.03
0.17 0.11 -0.08
-0.15 0.15 -0.04
-0.28 0.13 -0.07
-0.03 -0.09 0.05
0.08 -0.29 0.00
0.04 -0.19 0.30
0.15 0.21 -0.03
0.10 -0.13 -0.13
-0.22 0.08 -0.04
0.02 -0.08 -0.07
-0.03 -0.07 -0.25
0.19 0.04 0.18
-0.04 0.42 0.11
0.01 0.31 -0.13
-0.18 0.13 -0.25
-0.14 -0.25 -0.20
0.16 -0.24 0.04
0.32 -0.03 0.16